A structure of composition C12H12AsF5N2S5V, computed with wB97M-V/def2-TZVPD.

Geometry as XYZ:
```
38
Properties=species:S:1:pos:R:3:lowdin_charge:R:1
V -0.40 -0.09 -0.05 -0.12
F 5.84 2.67 0.60 0.09
C 4.53 2.57 0.30 -0.16
C 3.94 1.33 0.14 -0.16
F 4.68 0.22 0.29 0.10
C 2.60 1.25 -0.17 -0.25
F 2.08 0.02 -0.31 0.01
C 1.77 2.37 -0.34 -0.55
S 0.08 2.20 -0.76 0.59
C 2.42 3.59 -0.17 -0.25
F 1.73 4.74 -0.30 0.07
C 3.76 3.71 0.14 -0.15
F 4.32 4.92 0.30 0.09
S -3.37 -3.15 1.39 -0.27
As -2.56 -2.42 -0.46 -0.48
S -2.64 -0.18 -0.58 -0.05
S -0.30 -2.40 -0.33 -0.04
S -3.28 -3.39 -2.22 -0.30
C 0.07 1.46 2.68 -0.16
C 0.20 1.42 4.22 -0.16
N 0.20 0.04 4.72 -0.17
C 1.32 -0.68 4.11 -0.16
C 1.22 -0.65 2.57 -0.15
N 0.01 0.08 2.15 -0.24
C -1.17 -0.61 2.76 -0.19
C -1.05 -0.60 4.30 -0.15
H 0.93 1.95 2.21 0.10
H -0.82 1.98 2.35 0.12
H -0.63 1.95 4.69 0.11
H 1.13 1.90 4.54 0.11
H 1.30 -1.71 4.48 0.11
H 2.25 -0.22 4.45 0.11
H 1.16 -1.64 2.13 0.09
H 2.08 -0.14 2.13 0.10
H -1.22 -1.62 2.36 0.03
H -2.07 -0.11 2.40 0.09
H -1.06 -1.62 4.69 0.12
H -1.88 -0.06 4.76 0.11
```

As for the relative energy (zero: lowest compared OMol25 entry of this formula, charge and spin): 0.0000 eV. The energy is -6244.13641 hartree. The HOMO energy (spin up / spin down) comes out at -0.77 / -0.27 eV. The LUMO energy (spin up / spin down) comes out at 4.049 / 4.050 eV. Its spin multiplicity is 2. The total charge is -2.